C27H23FeN3O3PSe2 as an isolated structure, computed with ωB97M-V/def2-TZVPD.

Properties
orbital gap (alpha / beta): 5.03 / 7.82 eV
E_HOMO (alpha / beta): -5.4 / -8.2 eV

Geometry as ORCA input:
```
! RIJCOSX wB97M-V def2-TZVPD def2/J DEFGRID3
* xyz 0 6
Fe 1.518 -0.582 -1.144
Se -0.048 -2.524 -1.811
P -0.487 -2.443 0.322
Se 1.265 -1.798 1.363
C -1.866 -1.295 0.600
C -3.048 -1.462 -0.126
C -4.107 -0.590 0.069
C -3.993 0.455 0.983
C -2.819 0.624 1.700
C -1.754 -0.253 1.514
C -1.113 -4.041 0.888
C -1.596 -4.122 2.195
C -2.073 -5.327 2.683
C -2.071 -6.455 1.868
C -1.593 -6.377 0.569
C -1.112 -5.168 0.075
H -3.131 -2.266 -0.849
H -5.023 -0.720 -0.495
H -4.820 1.138 1.130
H -2.723 1.444 2.401
H -0.826 -0.117 2.055
H -1.593 -3.243 2.830
H -2.446 -5.389 3.698
H -2.444 -7.398 2.251
H -1.592 -7.256 -0.064
H -0.732 -5.102 -0.936
O 0.287 6.231 2.004
N -0.320 5.345 1.389
O -1.499 5.498 1.012
C 0.391 4.195 1.001
C 1.708 4.069 1.465
C 2.475 2.942 1.182
C 3.807 2.743 1.655
C 4.470 1.581 1.374
C 3.843 0.593 0.603
N 2.613 0.773 0.118
C 1.940 1.898 0.391
C 0.592 2.042 -0.142
N 0.163 1.036 -0.921
C -1.053 1.068 -1.447
C -1.898 2.142 -1.224
C -1.480 3.190 -0.431
C -0.198 3.174 0.156
H 2.111 4.864 2.074
H 4.271 3.519 2.252
H 5.472 1.406 1.744
H 4.325 -0.354 0.391
H -1.354 0.206 -2.032
H -2.888 2.145 -1.662
H -2.126 4.028 -0.239
C 3.596 1.826 -2.684
O 2.730 1.040 -3.554
C 2.088 0.029 -3.104
C 1.353 -0.623 -4.223
H 3.024 2.658 -2.281
H 4.395 2.188 -3.321
H 3.980 1.201 -1.890
H 1.618 -0.218 -5.201
H 0.284 -0.466 -4.036
H 1.506 -1.704 -4.188
*
```

***

C27H23N4OPPdS as an isolated structure, computed with ωB97M-V/def2-TZVPD.

Properties
energy above the lowest of the compared OMol25 structures with the same formula, charge and spin: 32.4 kJ/mol
orbital gap: 7.03 eV
E_HOMO: -6.7 eV

Geometry as ORCA input:
```
! RIJCOSX wB97M-V def2-TZVPD def2/J DEFGRID3
* xyz 0 1
Pd -0.230 -0.091 -1.768
C -4.368 -1.857 -1.972
C -3.118 -1.114 -1.612
N -1.942 -1.495 -1.975
N -1.869 -2.605 -2.760
C -0.749 -2.692 -3.443
N -0.615 -3.810 -4.203
S 0.572 -1.571 -3.487
C -3.194 0.147 -0.849
C -4.262 0.430 0.002
C -4.273 1.622 0.702
C -3.214 2.505 0.546
C -2.189 2.145 -0.308
N -2.181 1.011 -1.008
H -4.243 -2.319 -2.947
H -5.230 -1.191 -1.988
H -4.562 -2.662 -1.258
H -1.413 -4.415 -4.297
H 0.107 -3.836 -4.898
H -5.059 -0.290 0.121
H -5.091 1.855 1.371
H -3.178 3.447 1.074
H -1.337 2.800 -0.458
O 0.402 2.073 -3.212
C 0.813 1.473 -2.262
C 1.991 1.919 -1.449
C 2.825 2.935 -1.900
C 3.963 3.254 -1.179
C 4.274 2.554 -0.016
C 3.428 1.555 0.443
C 2.269 1.255 -0.265
P 1.009 0.029 0.217
C 1.991 -1.350 0.881
C 2.615 -2.175 -0.056
C 3.404 -3.232 0.368
C 3.561 -3.484 1.725
C 2.925 -2.678 2.659
C 2.141 -1.612 2.240
C 0.194 0.741 1.682
C 0.641 1.847 2.398
C -0.090 2.321 3.482
C -1.260 1.685 3.868
C -1.712 0.577 3.159
C -0.997 0.119 2.066
H 2.580 3.440 -2.826
H 4.626 4.033 -1.532
H 5.179 2.790 0.529
H 3.667 1.005 1.346
H 2.460 -1.994 -1.115
H 3.887 -3.869 -0.363
H 4.171 -4.315 2.053
H 3.040 -2.880 3.716
H 1.647 -0.984 2.972
H 1.554 2.350 2.106
H 0.262 3.187 4.028
H -1.823 2.055 4.715
H -2.631 0.084 3.448
H -1.366 -0.723 1.489
*
```

***

C27H23N4PtS2 as an isolated structure, computed with ωB97M-V/def2-TZVPD.

Properties
energy above the lowest of the compared OMol25 structures with the same formula, charge and spin: 0.0 kJ/mol
orbital gap: 7.68 eV
E_HOMO: -10.9 eV

Geometry as ORCA input:
```
! RIJCOSX wB97M-V def2-TZVPD def2/J DEFGRID3
* xyz 1 1
Pt -0.190 0.272 0.175
N 0.707 -3.632 -1.488
C -0.460 -4.042 -0.851
C -1.127 -5.259 -0.805
C -2.284 -5.296 -0.054
C -2.761 -4.165 0.628
C -2.095 -2.958 0.578
C -0.929 -2.909 -0.180
N -0.049 -1.862 -0.406
C 0.898 -2.328 -1.195
C 1.971 -1.460 -1.688
C 3.035 -1.748 -2.485
S 3.983 -0.342 -2.707
C 2.896 0.542 -1.727
N 1.899 -0.151 -1.273
H 1.296 -4.200 -2.072
H -0.764 -6.133 -1.328
H -2.841 -6.220 0.012
H -3.673 -4.247 1.202
H -2.454 -2.079 1.097
H 3.318 -2.687 -2.928
H 3.041 1.590 -1.514
C 1.448 -3.879 3.115
C 1.127 -3.315 4.500
C 2.423 -3.272 5.320
C 0.118 -4.250 5.180
C 0.534 -1.912 4.423
C 0.176 -1.248 5.614
C -0.384 0.011 5.626
C -0.596 0.642 4.403
S -1.291 2.200 4.058
C -1.068 1.929 2.381
N -0.523 0.774 2.104
C -0.235 0.006 3.219
C 0.325 -1.267 3.218
C -1.342 2.746 1.224
C -1.946 3.994 1.200
C -2.143 4.623 -0.019
C -1.741 4.001 -1.192
C -1.131 2.749 -1.165
C -0.925 2.111 0.044
H 1.866 -4.881 3.222
H 2.184 -3.267 2.590
H 0.552 -3.960 2.494
H 2.860 -4.270 5.378
H 2.246 -2.929 6.339
H 3.154 -2.605 4.860
H 0.526 -5.260 5.237
H -0.817 -4.290 4.617
H -0.112 -3.927 6.196
H 0.337 -1.743 6.562
H -0.653 0.487 6.558
H 0.574 -1.729 2.275
H -2.267 4.467 2.119
H -2.614 5.595 -0.058
H -1.898 4.499 -2.140
H -0.817 2.284 -2.093
*
```

***

An isolated molecule of C27H23N6O6P, computed with ωB97M-V/def2-TZVPD.

Properties
energy above the lowest of the compared OMol25 structures with the same formula, charge and spin: 0.0 kJ/mol
orbital gap: 6.22 eV
E_HOMO: -6.9 eV

Geometry as ORCA input:
```
! RIJCOSX wB97M-V def2-TZVPD def2/J DEFGRID3
* xyz 0 1
C 5.503 0.272 -0.982
C 4.591 0.443 0.203
O 3.241 0.448 -0.379
C 2.280 0.521 0.549
C 0.857 0.480 0.073
P -0.145 0.630 1.636
C -0.451 2.325 2.137
C -1.753 2.776 2.430
C -1.961 4.103 2.808
C -0.886 4.986 2.948
C 0.415 4.514 2.723
C 0.638 3.191 2.342
C -1.702 -0.128 1.197
C -2.221 -1.286 1.800
C -3.439 -1.797 1.347
C -4.108 -1.187 0.275
C -3.519 -0.108 -0.399
C -2.398 0.508 0.157
C 0.419 -0.264 3.082
C 0.146 0.251 4.363
C 0.537 -0.467 5.498
C 1.182 -1.703 5.362
C 1.445 -2.217 4.078
C 1.097 -1.489 2.940
O 2.576 0.652 1.743
H 6.556 0.370 -0.688
H 5.364 -0.719 -1.437
H 5.259 1.010 -1.755
H 4.688 -0.405 0.898
H 4.792 1.390 0.729
H 0.640 1.251 -0.689
H -2.592 2.083 2.352
H -2.979 4.454 2.985
H -1.065 6.027 3.238
H 1.259 5.194 2.833
H 1.656 2.821 2.202
H -1.674 -1.776 2.610
H -3.854 -2.686 1.825
H -5.094 -1.545 -0.026
H -3.918 0.257 -1.352
H -2.057 1.469 -0.232
H -0.347 1.223 4.464
H 0.339 -0.034 6.484
H 1.487 -2.257 6.258
H 1.942 -3.185 3.966
H 1.392 -1.867 1.950
O 3.573 -3.730 -4.469
N 2.733 -2.829 -4.634
O 2.233 -2.566 -5.756
C 2.247 -2.032 -3.502
C 1.267 -1.058 -3.712
C 0.643 -0.413 -2.616
N -0.221 0.695 -2.948
O -0.523 0.917 -4.146
O -0.625 1.446 -2.021
C 0.986 -0.717 -1.275
N 1.840 -1.789 -1.122
N 2.347 -2.251 0.070
N 3.245 -3.152 -0.238
N 3.373 -3.310 -1.576
C 2.521 -2.427 -2.140
H 0.956 -0.782 -4.723
H 0.172 -0.753 -0.383
*
```

***

C27H23N7O6S2V as an isolated structure, computed with ωB97M-V/def2-TZVPD.

Properties
energy above the lowest of the compared OMol25 structures with the same formula, charge and spin: 107.8 kJ/mol
orbital gap (alpha / beta): 5.12 / 5.11 eV
E_HOMO (alpha / beta): -4.3 / -4.3 eV

Geometry as ORCA input:
```
! RIJCOSX wB97M-V def2-TZVPD def2/J DEFGRID3
* xyz -1 3
V 0.379 0.187 0.354
C 0.807 -0.928 -2.405
N 0.791 0.413 -1.802
C -0.078 1.320 -2.529
C 2.171 0.887 -1.828
C 2.688 1.637 -2.831
C 4.003 2.100 -2.735
C 4.774 1.738 -1.653
C 4.250 0.912 -0.667
C 2.958 0.479 -0.731
N 2.269 -0.270 0.198
C 2.826 -0.909 1.319
C 4.141 -1.382 1.412
C 4.678 -1.748 2.629
C 3.937 -1.637 3.786
C 2.587 -1.272 3.708
C 2.021 -0.954 2.471
N 0.615 -0.714 2.296
C -0.031 -0.253 3.523
C 0.001 -2.009 1.903
H 0.860 -0.830 -3.501
H 1.716 -1.411 -2.017
H -0.061 -1.523 -2.109
H 0.161 1.333 -3.568
H -1.104 1.003 -2.440
H 0.010 2.342 -2.121
H 2.061 1.905 -3.659
H 4.439 2.704 -3.554
H 5.813 2.056 -1.579
H 4.861 0.609 0.197
H 4.743 -1.395 0.520
H 5.711 -2.074 2.679
H 4.375 -1.875 4.733
H 1.953 -1.290 4.599
H -0.127 -1.084 4.235
H 0.582 0.522 3.968
H -1.028 0.081 3.268
H 0.277 -2.772 2.663
H -1.072 -1.912 1.881
H 0.443 -2.314 0.940
S -0.092 2.343 0.585
C 0.057 2.651 2.307
C -1.123 2.644 3.105
N -2.019 2.605 3.826
C 1.275 2.802 2.921
S 2.774 2.929 2.156
C 1.262 2.915 4.395
N 1.275 2.955 5.532
O -2.930 -0.795 1.195
C -2.581 -0.639 0.025
O -1.343 -0.521 -0.393
C -3.680 -0.649 -1.043
C -4.989 -0.489 -0.621
C -5.929 -0.591 -1.645
C -5.669 -0.865 -2.987
C -4.353 -1.000 -3.339
C -3.367 -0.882 -2.385
N -3.974 -1.278 -4.781
O -4.902 -1.191 -5.538
O -2.844 -1.544 -5.103
N -7.357 -0.379 -1.350
O -7.656 -0.257 -0.193
O -8.120 -0.340 -2.275
H -5.303 -0.293 0.426
H -6.483 -0.854 -3.696
H -2.327 -0.951 -2.681
*
```

***

C27H24AgFN8O7Se as an isolated structure, computed with ωB97M-V/def2-TZVPD.

Properties
orbital gap: 4.87 eV
E_HOMO: -0.6 eV

Geometry as ORCA input:
```
! RIJCOSX wB97M-V def2-TZVPD def2/J DEFGRID3
* xyz -2 1
Ag 0.501 0.423 -0.877
O 3.285 -2.559 -0.213
C 2.900 -1.502 0.321
O 3.053 -0.325 -0.084
C 2.161 -1.668 1.655
C 2.865 -1.844 2.803
C 2.192 -1.995 4.038
C 0.825 -1.980 4.114
C 0.091 -1.809 2.947
C 0.696 -1.665 1.643
O 0.071 -1.577 0.565
N -1.355 -1.790 3.121
O -1.818 -2.103 4.216
O -2.067 -1.426 2.195
N 2.952 -2.178 5.259
O 4.173 -2.233 5.176
O 2.355 -2.258 6.327
H 3.946 -1.869 2.781
H 0.323 -2.092 5.061
C 0.744 -4.422 -3.794
N 0.686 -3.571 -2.630
C 0.970 -4.146 -1.323
C 0.564 -2.263 -2.773
N 0.482 -1.113 -2.872
H -0.055 -5.171 -3.772
H 1.706 -4.944 -3.836
H 0.635 -3.821 -4.695
H 0.247 -4.944 -1.118
H 0.882 -3.371 -0.570
H 1.986 -4.538 -1.294
Se 2.751 2.051 1.165
N 1.151 1.330 1.426
C 0.470 2.156 2.192
C -0.872 1.894 2.645
C -1.462 2.796 3.457
C -0.785 4.009 3.861
C 0.471 4.292 3.453
C 1.153 3.353 2.598
N 2.385 3.487 2.147
H -1.363 0.986 2.319
H -2.468 2.618 3.818
H -1.310 4.706 4.504
H 0.983 5.199 3.745
C -2.513 -1.697 -0.820
C -2.832 -0.298 -0.438
N -2.200 0.760 -0.876
C -2.731 1.833 -0.199
C -3.702 1.416 0.654
N -3.764 0.045 0.492
H -1.972 -1.670 -1.765
H -3.415 -2.304 -0.933
H -1.859 -2.142 -0.070
H -2.346 2.829 -0.348
H -4.311 1.933 1.374
H -4.285 -0.599 1.058
F -1.564 2.568 -7.020
C -0.945 2.546 -5.786
C 0.252 1.874 -5.638
C 0.872 1.855 -4.401
C 0.334 2.506 -3.265
C 0.967 2.466 -1.975
C -0.896 3.167 -3.485
C -1.531 3.190 -4.718
H 0.689 1.360 -6.486
H 1.795 1.300 -4.282
H 0.660 3.259 -1.293
H 2.046 2.308 -1.983
H -1.371 3.670 -2.649
H -2.477 3.703 -4.850
*
```

***

C27H24AsN3O4S2W as an isolated structure, computed with ωB97M-V/def2-TZVPD.

Properties
energy above the lowest of the compared OMol25 structures with the same formula, charge and spin: 0.0 kJ/mol
orbital gap: 7.13 eV
E_HOMO: -7.8 eV

Geometry as ORCA input:
```
! RIJCOSX wB97M-V def2-TZVPD def2/J DEFGRID3
* xyz 0 1
W 1.468 -1.124 0.148
N 3.728 -1.433 0.550
C 4.198 -2.795 0.316
C 3.031 -3.742 0.477
O 3.190 -4.940 0.578
N 1.813 -3.110 0.494
C 0.638 -3.955 0.684
C -0.434 -3.102 1.289
O -1.456 -3.490 1.789
O -0.105 -1.822 1.251
H 3.724 -1.200 1.538
H 4.276 -0.736 0.056
H 4.566 -2.889 -0.705
H 4.993 -3.087 1.001
H 0.271 -4.311 -0.284
H 0.865 -4.815 1.310
O 1.835 -0.155 1.533
N 2.067 0.656 -1.061
C 2.013 1.962 -0.768
C 2.488 2.909 -1.641
C 3.037 2.478 -2.851
C 3.140 1.132 -3.133
C 2.664 0.215 -2.190
S 2.768 -1.502 -2.214
H 1.588 2.222 0.191
H 2.420 3.958 -1.394
H 3.403 3.204 -3.566
H 3.591 0.767 -4.045
S -0.097 -1.832 -1.806
C -1.776 -1.751 -1.263
C -2.710 -2.650 -1.768
C -4.041 -2.563 -1.385
C -4.459 -1.582 -0.498
C -3.533 -0.682 0.012
C -2.204 -0.775 -0.366
As -0.810 0.377 0.255
C -1.113 1.978 -0.790
C -1.559 3.182 -0.247
C -1.752 4.285 -1.066
C -1.514 4.194 -2.430
C -1.091 2.993 -2.977
C -0.889 1.888 -2.162
C -1.167 0.827 2.091
C -0.543 1.928 2.670
C -0.711 2.198 4.018
C -1.493 1.359 4.801
C -2.091 0.243 4.233
C -1.925 -0.030 2.882
H -2.382 -3.417 -2.458
H -4.760 -3.271 -1.778
H -5.496 -1.520 -0.197
H -3.848 0.082 0.712
H -1.773 3.266 0.811
H -2.100 5.213 -0.631
H -1.672 5.056 -3.065
H -0.919 2.909 -4.043
H -0.556 0.954 -2.598
H 0.091 2.575 2.075
H -0.221 3.056 4.460
H -1.624 1.567 5.855
H -2.681 -0.430 4.841
H -2.357 -0.927 2.456
*
```

***

C27H24Cl2FGeKNO3 as an isolated structure, computed with ωB97M-V/def2-TZVPD.

Properties
energy above the lowest of the compared OMol25 structures with the same formula, charge and spin: 1.3 kJ/mol
orbital gap: 8.51 eV
E_HOMO: -11.0 eV

Geometry as ORCA input:
```
! RIJCOSX wB97M-V def2-TZVPD def2/J DEFGRID3
* xyz 1 1
K -0.347 1.277 -0.643
Cl 2.636 0.945 -0.939
C 2.900 2.637 -0.451
Cl 1.472 3.694 -0.621
H 3.668 3.040 -1.099
H 3.183 2.637 0.594
C -3.777 -1.629 5.474
C -4.761 -1.085 4.455
C -5.946 -2.024 4.277
C -6.980 -1.382 3.374
C -6.352 -0.940 2.086
C -7.116 -0.777 0.954
C -6.529 -0.401 -0.253
F -7.327 -0.260 -1.322
C -5.185 -0.210 -0.373
C -4.386 -0.380 0.767
C -2.947 -0.272 0.617
O -2.387 -0.037 -0.477
C -2.179 -0.482 1.805
C -2.818 -0.709 2.989
N -4.143 -0.853 3.118
C -4.959 -0.718 1.998
C -0.701 -0.304 1.655
O -0.159 0.756 1.894
O -0.010 -1.310 1.162
H -4.332 -1.872 6.380
H -3.010 -0.912 5.763
H -3.300 -2.544 5.119
H -5.133 -0.111 4.792
H -6.371 -2.239 5.258
H -5.591 -2.971 3.859
H -7.430 -0.524 3.883
H -7.798 -2.071 3.158
H -8.185 -0.947 0.977
H -4.729 0.046 -1.318
H -2.246 -0.807 3.899
Ge -0.392 -2.596 -0.120
C 1.133 -3.753 0.153
C 1.228 -4.994 -0.471
C 2.326 -5.813 -0.258
C 3.344 -5.401 0.588
C 3.263 -4.168 1.217
C 2.166 -3.347 1.001
C -2.111 -3.384 0.280
C -2.289 -4.069 1.482
C -3.531 -4.579 1.825
C -4.606 -4.432 0.956
C -4.432 -3.782 -0.257
C -3.191 -3.257 -0.587
H -0.431 -1.807 -1.441
H 0.442 -5.347 -1.130
H 2.385 -6.774 -0.751
H 4.200 -6.040 0.758
H 4.054 -3.842 1.879
H 2.119 -2.388 1.498
H -1.455 -4.214 2.162
H -3.659 -5.112 2.759
H -5.573 -4.843 1.217
H -5.262 -3.679 -0.944
H -3.075 -2.729 -1.527
*
```

***

Let's list electronic energy in order: -213351.850; -59985.041; -59246.192; -58875.159; -98444.511; -126700.186; -125387.194; -136622.396 eV.